[1]
The ion C3H7N2O3S with charge -1 in a non-equilibrium geometry, computed with ωB97M-V with the def2-TZVPD basis set.

Structure (XYZ):
```
16
Properties=species:S:1:pos:R:3:lowdin_charge:R:1
H 0.0018 -3.3121 0.3947 0.06
N 0.2007 -2.4193 -0.1440 0.04
N 0.3506 -1.5441 0.7670 -0.01
C 0.4536 -0.1537 0.2161 -0.61
C -0.0009 -0.0212 -1.2531 -0.10
C -0.0364 0.8869 1.1730 -0.10
S 2.3096 0.1234 -0.0336 0.45
O 2.3437 1.5174 -0.5118 -0.39
O 2.6886 -0.8678 -1.0839 -0.40
O 2.9013 -0.1366 1.2637 -0.37
H 0.4783 -0.9843 -1.7241 0.09
H 0.5288 0.7530 -1.6826 0.03
H -1.0465 0.0202 -1.2764 0.05
H 0.2013 1.9084 0.7628 0.09
H 0.2766 0.6672 2.1937 0.07
H -1.2407 1.0319 1.1491 0.11
```

* total charge: -1
* E_LUMO: 0.14794 Ha
* orbital gap: 9.1 eV
* structure (SMILES): [H]/N=N/C(C)(C)S(=O)(=O)[O-]
* energy above the lowest of the compared OMol25 structures with the same formula, charge and spin: 0.00 kJ/mol


[2]
The ion C3H7N2O5S with charge -1 in a non-equilibrium geometry, computed with ωB97M-V with the def2-TZVPD basis set.

Structure (XYZ):
```
18
Properties=species:S:1:pos:R:3:lowdin_charge:R:1
C -1.2463 -0.7975 1.3837 -0.15
C -1.4517 0.0635 0.1429 -0.09
C 0.3193 0.4876 -0.3689 -0.49
N 0.9157 1.2064 0.6477 0.06
N 0.1514 1.2321 -1.5318 -0.45
O -0.6138 0.8102 -2.3038 0.10
O 0.7370 2.2788 -1.5979 0.07
S 1.1138 -1.1143 -0.6300 0.43
O 1.5265 -1.5623 0.7522 -0.39
O 0.2473 -2.1139 -1.2050 -0.33
O 2.1315 -0.6596 -1.4914 -0.31
H -0.4345 -0.3426 2.0682 0.09
H -0.6614 -1.7707 1.1324 0.08
H -2.0902 -0.8904 1.9139 0.00
H -1.8700 -0.2712 -0.8095 0.08
H -1.9456 1.0216 0.4421 0.10
H 1.6626 1.9410 0.4333 0.13
H 1.5084 0.4815 1.0219 0.05
```

* total charge: -1
* E_LUMO: 0.14078 Ha
* orbital gap: 9.3 eV
* structure (SMILES): CC[C@](N)([N+](=O)[O-])S(=O)(=O)[O-]
* energy above the lowest of the compared OMol25 structures with the same formula, charge and spin: 110.34 kJ/mol


[3]
The ion C3H7N2OS with charge +1 in a non-equilibrium geometry, computed with ωB97M-V with the def2-TZVPD basis set.

Structure (XYZ):
```
14
Properties=species:S:1:pos:R:3:lowdin_charge:R:1
C -0.7390 0.9583 -0.4781 -0.29
C 0.7235 0.5174 -0.5230 -0.24
C 1.2657 0.2029 0.8610 -0.07
N -2.8096 -0.2165 -0.1721 -0.24
N 0.7465 -0.8017 0.0333 -0.26
O 1.5680 -1.8285 -0.3783 0.02
S -1.5269 -0.2643 0.6095 1.18
H -1.2389 0.9278 -1.4751 0.12
H -0.7337 2.0696 -0.2881 0.14
H 1.2782 0.8876 -1.3632 0.16
H 0.6610 0.5240 1.6350 0.07
H 2.3671 0.1792 1.0484 0.16
H 2.0083 -2.3116 0.4256 0.19
H -3.5703 -0.8441 0.0650 0.05
```

* total charge: +1
* E_LUMO (spin up / spin down): -0.22996 / -0.23002 Ha
* orbital gap (spin up / spin down): 7.5 / 7.5 eV
* energy above the lowest of the compared OMol25 structures with the same formula, charge and spin: 615.12 kJ/mol


[4]
A cluster of 2 separate species, C3H7N2OS in total in a non-equilibrium geometry, computed with ωB97M-V with the def2-TZVPD basis set.

Structure (XYZ):
```
14
Properties=species:S:1:pos:R:3:lowdin_charge:R:1
C -1.3554 0.8490 -0.7875 -0.15
C -0.4524 1.7485 -1.2163 -0.26
C 0.5187 -0.3440 -0.4938 -0.72
N 1.2244 -1.4172 -0.1496 0.13
N -0.8209 -0.3697 -0.4757 0.06
O 0.1133 -0.0180 1.9578 -0.07
S 1.1668 1.0911 -0.9534 1.19
H -2.4454 1.0772 -0.5451 0.17
H -0.6099 2.6382 -1.6063 0.03
H 2.2313 -1.5324 -0.1642 0.14
H 0.8822 -2.2804 0.2788 0.15
H 0.0454 0.4306 2.8212 0.08
H -1.3294 -1.1974 -0.7213 0.18
H 0.8316 -0.6755 2.0554 0.06
```

* total charge: +1
* E_LUMO: -0.12948 Ha
* orbital gap: 10.0 eV
* energy above the lowest of the compared OMol25 structures with the same formula, charge and spin: 89.64 kJ/mol


[5]
An isolated molecule of C3H7N2P in a non-equilibrium geometry, computed with ωB97M-V with the def2-TZVPD basis set.

Structure (XYZ):
```
13
Properties=species:S:1:pos:R:3:lowdin_charge:R:1
C 1.5606 0.0382 -0.4751 -0.29
C 1.9983 -1.0106 0.3059 -0.01
C -1.7600 1.3168 0.1787 -0.09
N 0.4081 0.5916 -0.3359 -0.05
N -0.8040 0.1945 -0.1454 -0.55
P -1.4981 -1.3024 -0.2598 0.82
H 2.3158 0.6734 -1.1279 0.14
H 1.2765 -1.6705 0.8089 0.01
H 2.9644 -1.4849 0.4096 0.04
H -1.2038 2.2190 0.1261 0.07
H -2.6282 1.2970 -0.4512 0.06
H -2.2921 1.1540 1.0976 0.06
H -0.3377 -2.0161 -0.1315 -0.21
```

* total charge: 0
* E_LUMO (spin up / spin down): -0.01143 / -0.01794 Ha
* orbital gap (spin up / spin down): 7.2 / 7.1 eV
* energy above the lowest of the compared OMol25 structures with the same formula, charge and spin: 205.05 kJ/mol


[6]
A structure of composition C3H7N2P in a non-equilibrium geometry, computed with ωB97M-V with the def2-TZVPD basis set.

Structure (XYZ):
```
13
Properties=species:S:1:pos:R:3:lowdin_charge:R:1
C -0.8548 -1.2330 0.0224 -0.28
C -0.9396 0.2367 -0.3496 -0.18
C -0.0117 0.8533 0.6943 -0.35
N 0.0420 -1.6648 0.6991 0.16
N 1.0609 -0.1045 0.8384 -0.39
P 2.3953 -0.0797 -0.1787 0.72
H -1.6621 -1.8284 -0.2858 0.10
H -0.4431 0.3118 -1.3785 0.13
H -1.8263 0.8280 -0.1370 0.10
H 0.2216 1.9006 0.2835 0.13
H -0.6570 0.9863 1.5788 0.11
H 2.2836 -0.7596 -1.5114 -0.11
H 2.9058 -1.0904 0.5232 -0.15
```

* total charge: 0
* E_LUMO: 0.02739 Ha
* orbital gap: 9.5 eV
* energy above the lowest of the compared OMol25 structures with the same formula, charge and spin: 153.95 kJ/mol


[7]
A cluster of 2 separate species, C3H7N2S in total in a non-equilibrium geometry, computed with ωB97M-V with the def2-TZVPD basis set.

Structure (XYZ):
```
13
Properties=species:S:1:pos:R:3:lowdin_charge:R:1
C 0.9779 -1.1294 -0.1374 -0.10
C 0.1540 0.8946 0.5210 -0.17
C -0.9251 0.0044 0.0881 -0.62
N 1.3092 0.2248 -0.1228 -0.01
N -0.3605 -1.2431 -0.0518 0.07
S -2.6610 0.1496 -0.2287 0.88
H 1.7290 -2.0251 -0.2512 0.20
H 0.0303 1.9585 0.1535 0.16
H 0.2614 0.8082 1.5643 0.12
H 0.7420 0.4607 -1.8565 0.19
H 2.1990 0.7123 0.0218 0.17
H -0.8418 -2.0851 -0.2732 0.16
H -2.6144 1.2696 0.5729 -0.07
```

* total charge: +1
* E_LUMO (spin up / spin down): -0.18271 / -0.15376 Ha
* orbital gap (spin up / spin down): 7.8 / 7.7 eV
* energy above the lowest of the compared OMol25 structures with the same formula, charge and spin: 503.34 kJ/mol


[8]
The ion C3H7N2S with charge +1 in a non-equilibrium geometry, computed with ωB97M-V with the def2-TZVPD basis set.

Structure (XYZ):
```
13
Properties=species:S:1:pos:R:3:lowdin_charge:R:1
C -1.1647 -0.6936 0.5422 -0.09
C -0.5767 0.2560 -1.6508 0.07
C 1.0051 0.3294 0.6576 -0.42
N -0.0279 -0.3590 1.1645 0.02
N -1.3151 -0.4155 -0.8053 0.03
S 2.3606 0.6090 1.7681 0.87
H -1.7632 -1.4444 0.8243 0.10
H -0.9091 0.2317 -2.7064 0.11
H 0.0062 1.1674 -1.4419 0.09
H 1.2234 0.7661 -0.2852 0.04
H -0.0790 -0.4833 2.1586 0.16
H -2.0156 -0.9929 -1.1303 0.14
H 3.2559 1.0290 0.9045 -0.12
```

* total charge: +1
* E_LUMO (spin up / spin down): -0.17718 / -0.17761 Ha
* orbital gap (spin up / spin down): 7.2 / 7.2 eV
* energy above the lowest of the compared OMol25 structures with the same formula, charge and spin: 345.46 kJ/mol


[9]
A structure of composition C3H7N2S in a non-equilibrium geometry, computed with ωB97M-V with the def2-TZVPD basis set.

Structure (XYZ):
```
13
Properties=species:S:1:pos:R:3:lowdin_charge:R:1
C -0.6957 -1.1409 -0.4802 -0.04
C -1.1122 0.3128 -0.6376 -0.07
C 0.6052 -0.0882 0.8989 -0.36
N 0.2036 -1.3124 0.4283 0.05
N -0.2943 0.9826 0.3725 0.06
S 2.5749 0.1785 -0.2515 0.58
H -1.3214 -1.9175 -0.9324 0.15
H -0.9185 0.6069 -1.6898 0.16
H -2.1400 0.5266 -0.3753 0.14
H 1.0394 0.1229 1.8153 0.09
H 0.3466 1.7277 0.0907 0.16
H -0.5597 1.1307 1.3877 0.22
H 2.2721 -1.1298 -0.6266 -0.15
```

* total charge: +1
* E_LUMO (spin up / spin down): -0.19607 / -0.19608 Ha
* orbital gap (spin up / spin down): 8.4 / 8.4 eV
* energy above the lowest of the compared OMol25 structures with the same formula, charge and spin: 336.14 kJ/mol


[10]
A cluster of 2 separate species, C3H7N2S in total in a non-equilibrium geometry, computed with ωB97M-V with the def2-TZVPD basis set.

Structure (XYZ):
```
13
Properties=species:S:1:pos:R:3:lowdin_charge:R:1
C 1.6707 -1.0864 1.8240 -0.05
C -0.7055 -0.8744 -0.4378 -0.42
C 1.0741 1.2947 -0.6872 -0.37
N 2.2814 -1.5477 2.6795 0.14
N -1.5916 0.0394 -0.7983 0.07
S 1.1626 -0.2905 -0.5909 0.98
H -0.5768 -1.6380 -1.1506 0.07
H -0.7718 -1.4773 0.5564 0.12
H 2.0037 1.9337 -0.7161 0.08
H 0.0665 1.6415 -0.9289 0.03
H 2.6968 -2.1526 3.4757 0.18
H -2.0955 -0.3861 -1.5032 0.10
H -2.0490 0.6549 -0.2616 0.08
```

* total charge: +1
* E_LUMO (spin up / spin down): -0.10854 / -0.28746 Ha
* orbital gap (spin up / spin down): 8.7 / 6.6 eV
* multiplicity: 3
* energy above the lowest of the compared OMol25 structures with the same formula, charge and spin: 364.85 kJ/mol


[11]
The ion C3H7N2S2 with charge +1 in a non-equilibrium geometry, computed with ωB97M-V with the def2-TZVPD basis set.

Structure (XYZ):
```
14
Properties=species:S:1:pos:R:3:lowdin_charge:R:1
C 1.4203 -0.1279 -0.6516 -0.28
C -0.9188 -0.1665 0.3017 -0.70
C -2.3182 0.0781 -0.1332 -0.15
N 1.9674 -0.1135 0.5256 -0.37
N 0.0661 -0.0724 -0.7925 0.02
S -0.6439 1.3044 1.4233 0.73
S 3.5323 -0.5703 0.7112 0.97
H 2.0333 -0.1531 -1.6345 0.18
H -0.7136 -1.1006 0.8806 0.13
H -2.2514 0.9645 -0.7189 0.07
H -3.0069 0.2673 0.7680 0.12
H -2.8167 -0.7165 -0.6192 0.08
H -0.2447 0.0141 -1.8232 0.20
H 3.8948 0.3924 1.7627 0.01
```

* total charge: +1
* E_LUMO (spin up / spin down): -0.27439 / -0.20526 Ha
* orbital gap (spin up / spin down): 5.9 / 7.3 eV
* energy above the lowest of the compared OMol25 structures with the same formula, charge and spin: 390.89 kJ/mol


[12]
An isolated molecule of C3H7N3 in a non-equilibrium geometry, computed with ωB97M-V with the def2-TZVPD basis set.

Structure (XYZ):
```
13
Properties=species:S:1:pos:R:3:lowdin_charge:R:1
H 2.8970 -0.6394 0.3921 0.12
N 1.9125 -1.2263 0.1586 0.09
C 0.9550 -0.4368 -0.0979 -0.52
N 1.1412 0.9465 -0.0493 0.02
N -0.4880 -0.9471 0.0886 -0.08
C -1.3065 0.0714 0.8504 -0.11
C -1.5314 -0.4603 -0.6364 -0.21
H 2.2412 1.0216 -0.1243 0.12
H 0.7609 1.4084 -1.0145 0.15
H -1.7666 -0.0780 1.8810 0.11
H -0.8781 1.1113 0.8753 0.07
H -2.5374 -1.0649 -0.8232 0.13
H -1.3998 0.2937 -1.5003 0.11
```

* total charge: 0
* E_LUMO: 0.02470 Ha
* orbital gap: 10.1 eV
* structure (SMILES): [H]/N=C(\N)N1CC1
* energy above the lowest of the compared OMol25 structures with the same formula, charge and spin: 359.81 kJ/mol


Among the records above, which one has the lowest energy above the lowest of the compared OMol25 structures with the same formula, charge and spin?
C3H7N2O3S


Which formula does entry 1 have?
C3H7N2O3S


Which of these has the highest energy above the lowest of the compared OMol25 structures with the same formula, charge and spin?
number 3